50
Properties=species:S:1:pos:R:3:nbo_charge:R:1 method="wB97M-V/def2-TZVPD" multiplicity=1 de_lowest_kj_mol=150.9 total_charge=-1 total_energy_ha=-1261.74913 homo_ev=-6.02 gap_ev=8.12
C 0.17 0.33 0.58 -0.2215
O 0.36 -0.85 1.31 -0.9483
H -0.88 0.41 0.37 0.1447
H 0.85 0.28 -0.37 0.0926
H 0.41 1.19 1.10 0.1537
O -0.67 -0.52 -3.31 -0.9687
H -1.22 -0.33 -2.55 0.4733
H 0.24 -0.63 -2.98 0.4777
O -2.90 -0.85 -1.80 -0.9895
H -3.75 -1.36 -1.88 0.4900
H -2.27 -1.40 -1.28 0.5293
O -1.06 0.33 3.23 -0.9961
H -0.88 1.24 3.52 0.4568
H -0.52 -0.01 2.49 0.4990
O 1.35 3.54 1.11 -0.9538
H 0.51 3.12 1.28 0.4570
H 1.73 2.95 0.43 0.4909
O 1.69 0.99 -2.41 -0.9658
H 1.12 1.52 -2.99 0.4895
H 1.16 0.66 -1.70 0.4662
O 1.27 -2.01 -2.34 -0.9645
H 1.94 -1.38 -2.57 0.5012
H 1.78 -2.78 -2.16 0.4722
O -0.69 2.94 -1.49 -0.9480
H -1.41 2.55 -1.97 0.4566
H -0.96 2.78 -0.58 0.4824
O 1.96 -2.55 0.68 -0.9926
H 1.39 -1.78 0.91 0.4892
H 1.53 -2.94 -0.11 0.4314
O -2.33 2.40 1.04 -0.9693
H -2.79 2.93 0.39 0.4525
H -2.52 1.49 0.81 0.4934
O -0.83 -2.36 -0.44 -1.0333
H -0.45 -1.82 0.26 0.5147
H -0.20 -2.53 -1.18 0.4871
O 3.65 2.12 -0.18 -0.9827
H 3.72 1.75 0.71 0.4767
H 3.30 1.42 -0.78 0.5090
O 1.93 -0.68 3.57 -0.9767
H 1.28 -0.63 2.89 0.4972
H 1.57 -0.22 4.36 0.4569
O 3.39 -0.69 -0.85 -0.9632
H 3.63 -1.45 -1.40 0.4534
H 2.74 -1.02 -0.26 0.4971
O -2.57 -2.01 2.12 -0.9709
H -2.85 -1.33 1.54 0.4732
H -2.32 -2.81 1.61 0.4613
O -3.26 -0.07 0.71 -0.9589
H -3.25 -0.20 -0.30 0.4995
H -4.10 0.30 0.88 0.4778

31
Properties=species:S:1:pos:R:3:nbo_charge:R:1 method="wB97M-V/def2-TZVPD" multiplicity=1 total_charge=+2 total_energy_ha=-1221.23952 homo_ev=-15.66 gap_ev=3.20
C -0.77 -2.73 -2.33 -0.4338
N -0.57 -1.33 -1.90 -0.5377
C 0.85 -0.94 -2.02 0.0521
O 0.95 0.16 -2.94 -0.6557
S 1.17 1.63 -2.21 1.7671
O 2.58 1.65 -1.81 -0.8778
O 0.24 1.49 -0.81 -0.7678
C -0.60 2.65 -0.57 -0.0732
C -0.75 2.74 1.02 -0.4922
C -0.39 1.32 1.56 0.2502
C -1.55 0.31 1.60 -0.0341
C -1.27 -1.03 2.09 -0.2691
C 0.09 -1.37 2.51 -0.0539
C 1.25 -0.36 2.49 -0.2108
C 0.97 0.98 2.02 -0.2642
H -1.80 -3.07 -2.05 0.2356
H -0.03 -3.41 -1.80 0.1793
H -0.60 -2.79 -3.44 0.2436
H -0.90 -1.19 -0.94 0.3522
H 1.38 -1.83 -2.47 0.2096
H 1.36 -0.76 -1.03 0.1527
H -1.61 2.42 -1.00 0.2115
H -0.23 3.61 -1.03 0.2448
H -1.82 2.98 1.27 0.2628
H -0.10 3.53 1.48 0.2698
H -2.57 0.61 1.27 0.2793
H -2.12 -1.75 2.12 0.2925
H 0.31 -2.41 2.86 0.2604
H 2.29 -0.62 2.82 0.2544
H 1.72 1.80 1.93 0.2895
Hg 2.54 -2.27 1.31 0.8625

75
Properties=species:S:1:pos:R:3:lowdin_charge:R:1 method="wB97M-V/def2-TZVPD" multiplicity=3 de_lowest_kj_mol=469.4 s_squared=2.084 total_energy_ha=-3372.56159 homo_ev="-4.85 / -5.32" gap_ev="3.68 / 4.84"
C -2.55 -1.09 3.32 -0.1574
C -3.17 -0.12 2.47 -0.2063
C -3.43 -0.76 1.21 -0.2349
H -3.47 0.88 2.77 0.1048
C -2.99 -2.13 1.31 -0.2030
C -2.45 -2.32 2.61 -0.1470
H -2.15 -3.29 3.02 0.1199
H -2.29 -0.95 4.36 0.1076
H -3.99 -0.32 0.39 0.1085
H -3.10 -2.90 0.55 0.1111
Ti -1.22 -0.65 1.39 0.4816
Si -0.77 -1.06 -0.92 0.5907
C -0.84 0.34 -2.21 -0.2639
C 0.32 0.50 -3.12 -0.2786
H 0.88 -0.42 -3.34 0.1325
C 0.17 1.44 -4.22 -0.0938
H 1.02 1.59 -4.88 0.1158
C -1.05 2.06 -4.44 -0.0797
H -1.16 2.75 -5.29 0.1099
C -2.13 1.86 -3.58 -0.0446
H -3.07 2.39 -3.75 0.1086
C -2.03 0.97 -2.50 -0.1108
H -2.92 0.81 -1.88 0.1096
C -0.37 -2.39 -2.21 -0.2693
C -1.35 -2.57 -3.21 -0.1102
H -2.33 -2.11 -3.09 0.0963
C -1.06 -3.27 -4.39 -0.0898
H -1.81 -3.34 -5.17 0.0992
C 0.19 -3.88 -4.55 -0.0986
H 0.41 -4.45 -5.47 0.0989
C 1.15 -3.75 -3.55 -0.0838
H 2.12 -4.25 -3.64 0.1010
C 0.88 -2.98 -2.41 -0.0943
H 1.68 -2.86 -1.68 0.0820
H -2.25 -1.28 -0.76 0.0078
Si 1.69 1.51 -2.07 0.8055
C 2.04 0.19 -0.82 -0.2638
C 1.08 -0.71 -0.06 -0.3558
H 0.76 -0.10 0.86 0.0275
C 1.72 -1.99 0.33 -0.2129
H 1.11 -2.90 0.37 0.0954
C 3.07 -2.04 0.62 -0.1394
H 3.48 -2.91 1.15 0.1054
C 3.91 -0.99 0.24 -0.1295
H 4.97 -1.01 0.50 0.0834
C 3.40 0.05 -0.56 -0.1575
H 4.10 0.76 -1.01 0.0864
C 0.93 3.15 -1.61 -0.2711
C -0.31 3.14 -0.98 -0.1747
H -0.76 2.19 -0.71 0.0056
C -1.00 4.32 -0.70 -0.0823
H -1.97 4.25 -0.20 0.1043
C -0.46 5.54 -1.10 -0.0875
H -1.02 6.46 -0.91 0.0982
C 0.79 5.57 -1.74 -0.0938
H 1.21 6.53 -2.05 0.0976
C 1.48 4.38 -2.00 -0.1021
H 2.43 4.41 -2.53 0.0923
H 2.86 1.92 -2.77 0.0149
Cl -0.90 1.59 1.65 0.2659
O 0.11 -1.87 2.52 -0.2120
C 1.08 -1.82 3.61 -0.0888
C 0.77 -0.70 4.54 -0.2518
C 1.52 -0.60 5.73 -0.0181
C 1.28 0.47 6.58 -0.0586
C 0.27 1.37 6.24 -0.0515
C -0.46 1.16 5.06 -0.1259
N -0.19 0.16 4.21 0.0577
H 0.12 -2.76 2.13 0.1074
H 1.06 -2.78 4.15 0.1410
H 2.08 -1.69 3.18 0.1279
H 2.27 -1.37 5.90 0.1181
H 1.87 0.60 7.49 0.1096
H 0.04 2.24 6.85 0.1031
H -1.29 1.82 4.80 0.1102

63
Properties=species:S:1:pos:R:3:nbo_charge:R:1 method="wB97M-V/def2-TZVPD" smiles="C=CCC1(C(=O)N[C@H](C)C(=O)NCC(C)C)CN(C(=O)[C@H](C)C2(O)CCC2)C1" multiplicity=1 de_lowest_kj_mol=103.0 total_energy_ha=-1286.42150 homo_ev=-9.05 gap_ev=9.64
C 2.11 -2.44 1.47 -0.3826
C 1.72 -1.25 1.06 -0.1905
C 1.80 -0.79 -0.37 -0.4343
C 0.48 -0.87 -1.20 -0.1469
C -0.58 -1.63 -0.45 0.7083
O -0.84 -2.80 -0.69 -0.6226
N -1.22 -0.93 0.52 -0.6269
C -1.96 -1.61 1.55 -0.1482
C -3.47 -1.56 1.32 -0.6009
C -1.58 -0.95 2.88 0.6867
O -1.06 0.16 2.91 -0.6543
N -1.86 -1.66 3.99 -0.6076
C -1.51 -1.18 5.31 -0.2155
C -0.03 -1.36 5.65 -0.2330
C 0.37 -2.83 5.64 -0.6115
C 0.26 -0.72 7.01 -0.6035
C 0.01 0.51 -1.77 -0.1925
N 0.42 0.04 -3.09 -0.4508
C 0.25 0.50 -4.36 0.6972
O 0.45 -0.22 -5.32 -0.6048
C -0.19 1.96 -4.47 -0.3128
C -1.22 2.10 -5.59 -0.6020
C 1.02 2.89 -4.69 0.2834
O 1.49 2.67 -6.00 -0.7028
C 0.68 4.35 -4.29 -0.4313
C 1.32 4.07 -2.91 -0.4078
C 2.05 2.86 -3.54 -0.4268
C 0.69 -1.33 -2.66 -0.1720
H 2.03 -2.74 2.51 0.1983
H 2.51 -3.18 0.78 0.1956
H 1.32 -0.55 1.79 0.2085
H 2.18 0.24 -0.41 0.2175
H 2.54 -1.41 -0.88 0.2207
H -0.87 -0.02 0.80 0.4213
H -1.63 -2.65 1.56 0.2323
H -4.01 -2.10 2.10 0.2073
H -3.82 -0.53 1.31 0.2144
H -3.70 -2.01 0.36 0.2308
H -2.21 -2.59 3.88 0.4002
H -1.77 -0.12 5.37 0.2206
H -2.13 -1.71 6.04 0.1970
H 0.54 -0.83 4.89 0.2116
H -0.19 -3.39 6.39 0.1995
H 0.18 -3.29 4.66 0.2073
H 1.43 -2.95 5.86 0.2160
H -0.31 -1.22 7.80 0.1998
H 1.32 -0.81 7.26 0.2145
H 0.00 0.34 7.01 0.2127
H -1.06 0.69 -1.68 0.1998
H 0.56 1.38 -1.41 0.1922
H -0.63 2.26 -3.52 0.2051
H -2.13 1.56 -5.34 0.2086
H -1.47 3.15 -5.75 0.2052
H -0.82 1.69 -6.51 0.2451
H 2.29 3.19 -6.13 0.4667
H 1.28 5.05 -4.87 0.2057
H -0.36 4.66 -4.32 0.2084
H 1.94 4.85 -2.48 0.2103
H 0.58 3.77 -2.17 0.1973
H 2.15 1.94 -2.96 0.2105
H 3.03 3.14 -3.91 0.2038
H 1.69 -1.69 -2.91 0.1999
H -0.05 -2.05 -3.01 0.2217

21
Properties=species:S:1:pos:R:3:nbo_charge:R:1 method="wB97M-V/def2-TZVPD" smiles="CC(C)n1ccccc1=O" multiplicity=1 de_lowest_kj_mol=41.7 total_energy_ha=-441.43168 homo_ev=-8.28 gap_ev=9.15
C -1.10 -0.09 2.24 -0.6305
C -1.30 0.59 0.89 -0.0200
C -2.58 0.26 0.13 -0.6396
C 0.71 1.43 -0.22 0.0647
C 1.90 1.29 -0.89 -0.3285
C 2.26 0.00 -1.41 -0.1531
C 1.50 -1.08 -1.10 -0.3042
C 0.25 -0.94 -0.34 0.6084
H -1.98 0.09 2.85 0.2129
H -1.01 -1.22 2.19 0.2495
H -0.24 0.34 2.78 0.2117
H -1.32 1.68 1.07 0.1930
H -3.47 0.24 0.77 0.2215
H -2.55 -0.78 -0.33 0.2494
H -2.70 0.91 -0.77 0.2131
H 0.31 2.36 0.16 0.2080
H 2.43 2.24 -1.11 0.2271
H 3.19 -0.13 -2.00 0.2237
H 1.75 -2.11 -1.39 0.2340
N -0.06 0.36 0.05 -0.3930
O -0.48 -1.87 -0.05 -0.6483

150
Properties=species:S:1:pos:R:3:lowdin_charge:R:1 method="wB97M-V/def2-TZVPD" smiles="CCC[C@@H](C)C1=C([C@@H](Br)CC)C(=O)C([PH2]=S)=C(OC[C@H](C)O)C1=O.O=C1OC[C@@H](F)O1.O=C1OC[C@@H](F)O1.O=C1OC[C@@H](F)O1.O=C1OC[C@@H](F)O1.O=C1OC[C@@H](F)O1.O=C1OC[C@@H](F)O1.O=C1OC[C@@H](F)O1.O=C1OC[C@@H](F)O1.O=C1OC[C@@H](F)O1.O=C1OC[C@@H](F)O1" multiplicity=1 total_energy_ha=-8694.98353 homo_ev=-8.54 gap_ev=7.27
C 4.09 -4.96 0.91 -0.0883
C 3.02 -3.85 0.96 -0.2480
C 2.55 -3.36 -0.43 -0.1540
C 2.21 -1.84 -0.50 -0.2688
C 1.41 -1.50 0.79 -0.0249
C 3.44 -0.98 -0.66 -0.0562
C 3.45 0.17 -1.30 -0.1469
C 2.31 0.82 -2.04 -0.5631
Br 1.80 -0.22 -3.65 0.7477
C 1.11 1.26 -1.14 -0.2365
C -0.25 0.67 -1.52 -0.1513
C 4.75 0.93 -1.34 -0.3605
O 5.11 1.54 -2.29 0.1181
C 5.55 0.89 -0.07 -0.2278
P 6.49 2.33 0.56 0.4435
S 8.31 1.90 1.14 0.1979
C 5.54 -0.25 0.58 -0.2624
O 6.14 -0.51 1.74 -0.0376
C 5.16 -1.00 2.69 -0.0771
C 5.30 -0.37 4.08 -0.3867
C 6.09 0.95 4.09 -0.0338
O 5.81 -1.32 5.01 -0.0304
C 4.78 -1.38 -0.10 -0.2634
O 5.26 -2.45 -0.20 0.1802
H 3.63 -5.94 0.97 0.0724
H 4.75 -4.86 0.04 0.0629
H 4.75 -4.85 1.77 0.0508
H 2.21 -4.16 1.62 0.1061
H 3.50 -3.00 1.46 0.0682
H 3.30 -3.64 -1.16 0.1079
H 1.63 -3.91 -0.66 0.1170
H 1.51 -1.75 -1.32 0.0881
H 2.05 -1.09 1.57 0.0787
H 0.85 -2.36 1.14 0.0879
H 0.66 -0.74 0.61 0.0419
H 2.71 1.73 -2.46 0.0774
H 1.35 1.10 -0.09 0.0957
H 1.00 2.33 -1.27 0.1105
H -0.59 1.05 -2.47 0.0598
H -0.27 -0.42 -1.48 0.0553
H -0.97 1.04 -0.79 0.0604
H 6.59 3.21 -0.54 -0.0109
H 5.74 3.01 1.54 -0.0208
H 4.14 -0.76 2.36 0.1203
H 5.22 -2.08 2.78 0.1265
H 4.30 -0.10 4.42 0.1395
H 5.49 1.68 3.56 0.0690
H 6.19 1.25 5.13 0.0865
H 7.07 0.82 3.64 0.0476
H 5.36 -1.13 5.84 0.0955
C -2.94 3.79 2.10 -0.0423
C -3.79 2.65 2.60 -0.3120
O -3.11 1.51 2.11 0.1285
C -1.79 1.86 2.00 -0.5445
O -0.91 1.08 1.87 0.1710
O -1.64 3.20 2.08 0.0777
F -5.04 2.69 2.08 0.0758
H -3.22 4.09 1.08 0.1484
H -2.97 4.66 2.74 0.1440
H -3.85 2.59 3.69 0.1766
C 8.55 -3.05 3.32 -0.0533
C 7.88 -4.36 3.67 -0.3100
O 8.64 -5.30 2.93 0.1323
C 9.90 -4.78 2.81 -0.5415
O 10.85 -5.40 2.49 0.1848
O 9.91 -3.46 3.12 0.0778
F 6.59 -4.39 3.24 0.0594
H 8.16 -2.62 2.40 0.1444
H 8.47 -2.32 4.12 0.1368
H 7.91 -4.62 4.73 0.1743
C -6.78 1.94 -2.21 -0.0449
C -8.09 1.78 -1.48 -0.3120
O -7.85 2.44 -0.25 0.1245
C -6.91 3.40 -0.51 -0.5501
O -6.67 4.31 0.22 0.1683
O -6.31 3.20 -1.71 0.0825
F -8.36 0.47 -1.23 0.0756
H -6.06 1.16 -1.95 0.1441
H -6.89 1.97 -3.29 0.1434
H -8.94 2.24 -1.98 0.1763
C 7.37 -0.33 -3.29 -0.0445
C 7.40 -1.81 -3.56 -0.3077
O 8.69 -2.18 -3.09 0.1403
C 9.01 -1.30 -2.10 -0.5408
O 9.89 -1.46 -1.32 0.1755
O 8.19 -0.22 -2.12 0.0545
F 7.32 -2.08 -4.88 0.0780
H 7.81 0.25 -4.10 0.1528
H 6.37 0.05 -3.10 0.1075
H 6.64 -2.38 -3.02 0.1702
C -6.30 -1.16 1.31 -0.0555
C -6.04 -2.28 0.35 -0.3222
O -5.32 -3.21 1.14 0.1314
C -5.74 -3.04 2.43 -0.5369
O -5.55 -3.80 3.31 0.1887
O -6.41 -1.86 2.56 0.0757
F -5.25 -1.87 -0.68 0.0690
H -5.47 -0.46 1.36 0.1367
H -7.22 -0.62 1.09 0.1314
H -6.93 -2.76 -0.05 0.1577
C -3.92 -5.88 -2.03 -0.0430
C -4.72 -7.10 -1.65 -0.3047
O -5.87 -6.53 -1.04 0.1485
C -6.06 -5.32 -1.61 -0.5594
O -7.06 -4.68 -1.53 0.1512
O -4.96 -4.92 -2.29 0.0678
F -4.06 -7.86 -0.74 0.0724
H -3.29 -5.53 -1.22 0.1450
H -3.31 -6.04 -2.92 0.1416
H -5.04 -7.71 -2.50 0.1284
C 11.75 1.29 -0.95 -0.0591
C 12.91 1.79 -1.77 -0.3149
O 12.60 3.17 -1.93 0.1288
C 11.88 3.53 -0.82 -0.5476
O 11.68 4.65 -0.50 0.1762
O 11.43 2.44 -0.16 0.0335
F 12.94 1.21 -3.00 0.0719
H 10.89 1.01 -1.56 0.1276
H 12.02 0.45 -0.31 0.1437
H 13.88 1.69 -1.29 0.1723
C -9.48 5.37 1.88 -0.0473
C -9.09 6.27 3.03 -0.3055
O -9.63 7.52 2.64 0.1141
C -10.72 7.25 1.86 -0.5530
O -11.55 8.04 1.57 0.1763
O -10.72 5.95 1.45 0.0810
F -7.75 6.38 3.14 0.0809
H -8.76 5.41 1.06 0.1278
H -9.62 4.34 2.18 0.1445
H -9.51 5.98 3.99 0.1748
C -8.50 -7.01 -6.06 -0.0452
C -8.66 -6.24 -4.77 -0.3080
O -7.83 -6.96 -3.88 0.1414
C -6.85 -7.53 -4.63 -0.5200
O -5.84 -7.97 -4.17 0.1631
O -7.15 -7.50 -5.94 0.0880
F -9.93 -6.28 -4.33 0.0863
H -9.19 -7.85 -6.12 0.1475
H -8.61 -6.39 -6.94 0.1419
H -8.32 -5.20 -4.82 0.1777
C -8.57 9.92 0.87 -0.0567
C -8.59 11.27 0.20 -0.3103
O -7.28 11.36 -0.34 0.1330
C -6.87 10.07 -0.60 -0.5453
O -5.95 9.79 -1.28 0.1814
O -7.67 9.18 0.04 0.0718
F -8.76 12.27 1.09 0.0775
H -8.18 9.97 1.89 0.1485
H -9.56 9.45 0.90 0.1162
H -9.32 11.37 -0.60 0.1752